# 1
ORCA calculation (ωB97M-V/def2-TZVPD) on a structure of composition C33H42BCl2IrN7S3.

Atoms and positions in Å:
H: 3.71308 -1.86572 -2.01463
H: 1.07797 -4.58653 0.16604
H: -4.38825 -1.61289 -0.46770
S: -0.67212 4.17963 0.99365
H: -1.79145 4.37225 3.69626
C: 2.93974 -1.16089 -1.73670
C: -3.19582 -1.04534 3.61798
H: -2.50943 -3.54452 -1.96822
C: 2.11648 -1.41966 -0.61615
H: -3.66222 3.90854 -3.77806
H: -1.22610 3.35642 5.02947
N: 2.41762 3.17600 -0.05025
H: -0.06615 4.20454 3.99683
H: -2.09016 -3.20589 2.31322
B: -0.05904 1.58009 -0.52941
H: -1.90311 -2.34422 -0.81047
C: -0.97154 2.47659 3.09776
N: -0.90106 0.27768 1.37543
C: -0.85203 -1.73920 4.21198
H: -4.64048 0.69140 -3.06813
H: -4.34125 4.09524 -2.16794
N: -0.54167 1.50928 0.95838
C: 3.65463 2.88800 0.24650
H: 1.84320 -3.41528 2.18977
Ir: 0.78824 3.51406 -0.98319
C: 3.54025 -3.41815 -0.01145
H: -2.50070 -1.92484 1.16281
C: -3.31381 2.23339 -2.48253
H: 0.18637 -1.82704 3.88399
C: -2.16026 -2.51643 -1.85782
S: -1.36881 4.05191 -1.74079
H: 6.85841 3.54655 -0.77515
C: 3.98132 2.06406 1.37333
C: -1.01680 3.66872 4.00848
H: -3.81605 -2.85582 -3.98203
C: -2.05458 2.45499 -1.88312
C: -3.25849 -1.57189 -2.33942
H: 3.57529 -4.29324 0.63890
C: 1.96336 -2.46382 1.66705
C: -0.69554 2.61427 1.71033
C: 3.57966 0.26027 -3.70750
Cl: 2.68495 1.47507 2.34083
N: -1.71797 0.14478 -1.55392
C: 4.75598 3.42348 -0.51938
H: -3.23594 -0.39098 4.49192
H: -2.62619 -1.62972 -4.43210
S: 1.27490 2.22438 -2.96760
C: 2.74896 -0.04714 -2.49635
C: -1.21865 1.21625 3.53437
H: -5.37473 -1.19775 -1.88161
C: -2.85778 -0.11973 -2.15783
C: 2.18822 -2.72522 0.17391
H: -5.11779 3.01227 -3.33080
C: -4.15953 3.37501 -2.96657
C: -3.52273 -1.81519 -3.83493
H: 4.38591 -0.46332 -3.80787
C: 6.31514 2.31907 0.91849
H: 4.01181 1.26015 -3.64459
H: 0.09339 -3.17374 -0.26108
H: -3.59249 -2.01670 3.91926
H: -0.88146 -1.09037 5.09110
H: -4.84408 -2.85876 -1.63583
H: -1.43983 1.04601 4.58095
H: -0.80695 -2.32569 1.46141
H: -4.33133 -1.19184 -4.22374
N: 1.18334 -0.57408 -0.24353
C: -4.54379 -1.81528 -1.53096
C: -1.26076 0.13071 2.62385
C: 1.07594 -3.63616 -0.37170
C: -1.76306 -1.22826 3.08430
H: 1.07203 -1.85825 1.83391
H: -1.24727 -2.40010 -2.44895
Cl: 4.41499 4.42412 -1.87116
C: 5.28000 1.78854 1.69770
H: 3.69364 -3.77519 -1.03235
H: 2.81903 -1.94442 2.10442
C: -1.78610 -2.22938 1.93257
H: 2.97116 0.23099 -4.61400
N: -1.35435 1.42204 -1.43195
H: 5.49620 1.17707 2.56411
H: 7.34172 2.10593 1.18616
C: -3.68902 0.92716 -2.60767
H: -3.85620 -0.63554 2.84859
H: 4.37651 -2.76895 0.26500
N: 1.00943 0.52862 -0.97460
H: -1.19033 -2.72755 4.52755
C: 6.05131 3.13439 -0.18458
H: 1.23381 -3.85010 -1.43325
C: 1.70127 0.81086 -2.08899

Frontier orbital gap (alpha / beta) (eV): 5.397 / 5.720
ΔE to the lowest compared entry with this formula, charge and spin (kcal/mol): 33.0
F_max (Eh/bohr): 0.0170
Total charge: +2
HOMO energy (alpha / beta) (eV): -11.343 / -14.207
Multiplicity: 6

***

# 2
ORCA calculation (ωB97M-V/def2-TZVPD) on a structure of composition C33H42F4LaN3S5Si2.

Atoms and positions in Å:
H: -1.74788 -5.23997 -0.80643
C: -1.08072 0.77280 2.96950
C: 1.45195 3.29285 -1.60076
H: 6.93020 0.41161 -1.41436
C: 0.72978 0.98162 -3.64925
C: 3.58026 0.82074 -1.77525
H: -3.15348 -0.19762 0.56195
C: -1.75371 2.19676 4.87183
F: -2.89696 0.22258 4.51488
H: -1.36786 3.20278 -4.36851
H: 1.92284 2.75845 -0.77945
C: 5.41067 -0.31385 -0.08335
H: -2.47577 -4.30079 -2.10031
H: 2.24285 3.57190 -2.29858
H: -0.65948 4.12059 0.65326
H: 1.10090 0.07671 -3.16391
C: 4.34412 -2.23216 1.87416
H: -2.84190 -1.09654 2.94361
C: -2.20385 -1.59084 -2.84440
Si: -2.32609 2.74388 -0.62943
C: -3.00018 -1.43668 -1.55489
H: 1.03044 4.21377 -1.19661
F: -2.59415 2.35728 5.91761
S: 1.64636 -5.87889 0.94148
H: -2.55126 -0.85732 -3.57394
C: -1.09409 1.53023 -1.29382
H: -3.00680 1.88853 1.69064
H: -3.22672 -0.37820 -1.41822
H: -0.10780 0.67780 -4.28178
C: 4.04179 -0.38947 0.18336
H: -3.98779 3.22212 1.09360
C: -1.48323 4.33519 -0.02366
H: -1.13688 -1.42562 -2.68531
H: 6.12301 -0.75096 0.60711
C: 4.93538 0.90729 -2.06529
C: 3.05248 0.17558 -0.64483
H: -2.03545 -3.58955 0.81152
C: -2.48562 -3.34198 -0.14674
H: 0.24266 3.92333 -4.35841
C: 3.01781 -2.18628 3.85825
H: -3.21020 3.75288 -2.80917
C: 3.64449 -1.10687 1.42206
H: -4.16991 2.38293 -2.26240
H: -1.69065 -2.22243 2.26316
H: -3.95158 -1.70834 1.01513
N: -1.09128 -0.22557 2.09246
H: -1.65051 0.81909 -1.91748
H: 2.91355 1.27648 -2.49131
H: 2.72785 -2.57382 4.82359
H: -0.71206 4.05012 5.24472
S: 3.01906 -8.08827 -0.53797
C: 1.71519 -4.04118 -0.93909
C: 2.30322 -1.14959 3.28399
C: -1.86210 -4.22948 -1.20485
H: -4.35563 3.94375 -1.47554
C: -2.14529 -1.23893 2.12204
H: 1.52692 1.33512 -4.30307
H: -3.57071 -3.55760 -0.07319
C: 2.36641 -6.54166 -0.46207
S: 0.55109 -3.15178 1.43018
H: 1.43111 -0.73530 3.78080
C: -0.80396 3.16855 4.63525
F: 0.98361 3.81384 3.23982
C: 5.86749 0.34111 -1.21055
La: 0.52962 -0.41285 0.01687
H: -0.99360 4.51742 -3.25371
N: -2.33029 -1.88716 -0.32525
C: -1.90418 1.05996 4.10784
C: -3.48904 2.29367 0.80803
C: -2.96718 -1.23436 0.82897
Si: 0.07081 2.33055 -2.47713
H: -4.27146 1.60310 0.49363
H: -1.08944 4.93968 -0.83993
C: -0.10413 1.79976 2.78276
N: 2.59954 -0.62247 2.10317
C: 4.03125 -2.76719 3.10712
C: -0.59408 3.61941 -3.72382
S: 1.58493 -2.56729 -1.85500
C: 1.32431 -4.26861 0.34707
H: 5.26314 1.42531 -2.96145
H: -2.29113 -2.57799 -3.28889
H: 5.10137 -2.67540 1.24295
H: 4.55621 -3.64121 3.47186
C: 0.02526 2.92250 3.55125
C: -3.62711 3.26774 -1.92603
F: 0.76581 1.64079 1.74597
S: 2.45039 -5.40879 -1.73992
H: -2.20777 4.94621 0.51931
H: -3.97733 -1.94568 -1.65313
H: -0.87792 -3.86781 -1.48436

Frontier orbital gap (eV): 5.799
ΔE to the lowest compared entry with this formula, charge and spin (kcal/mol): 7.0
F_max (Eh/bohr): 0.0140
Total charge: -2
HOMO energy (eV): -1.572
Multiplicity: 1

***

# 3
ORCA calculation (ωB97M-V/def2-TZVPD) on a cluster of 7 separate species, C33H42I2N2O19S in total in a non-equilibrium geometry.

Atoms and positions in Å:
H: -9.11352 0.22572 1.80783
O: -3.16224 4.14312 -2.44849
H: 4.56639 1.69453 4.76711
O: 7.85119 -1.02532 4.44791
C: -1.11417 4.09154 1.09551
H: -2.09700 4.21915 -4.22937
H: -3.84096 4.54867 -4.34432
C: -0.46579 5.47166 1.68256
C: -3.34704 0.27191 3.29233
C: -0.59861 -0.98844 -1.48511
H: 8.55366 -4.59104 3.19043
H: -0.23248 -6.07991 -5.14989
C: 1.04772 -6.94428 -3.63044
O: -5.40708 -0.63629 1.24294
C: -3.59974 2.83580 3.55142
H: -1.11767 -2.88059 -3.46494
C: 0.82325 -6.29878 -4.96326
H: -2.09847 3.93317 1.64977
I: -1.03227 6.04869 3.71848
C: 3.26191 -1.21235 -3.14898
H: -3.58332 0.18520 4.40960
C: 1.21064 0.86188 2.62373
O: 6.57159 -2.87673 4.18661
I: 5.32534 -0.25275 0.71764
C: 7.91319 -3.89442 2.64136
C: 6.51131 -3.86607 3.16940
C: -1.74258 -2.07140 -3.07523
O: 0.21784 -0.28145 -0.96304
C: -7.85657 1.66435 0.78436
C: 1.15826 -8.49451 -5.24199
H: -1.63249 6.35350 -3.24358
C: 2.40698 0.81140 1.60026
O: 8.37039 -2.57002 2.87397
O: -6.57822 1.30224 1.28676
N: 1.29265 3.81835 -0.89124
C: 2.31392 1.84700 0.43977
H: -3.08446 3.42938 4.38531
H: 6.20110 -4.82807 3.58080
O: -4.00028 5.00672 -0.52870
O: 1.64628 -0.88767 -4.73213
H: 4.35552 2.13448 2.99320
C: -1.15889 1.85201 3.53863
C: 7.62029 -2.05957 3.88911
O: 1.16808 -3.07882 -5.06067
O: -1.32291 -1.93700 -0.83209
H: 1.14652 0.14188 3.52177
H: -2.67518 1.79832 1.77113
C: 4.71144 1.29327 3.70005
H: -0.96650 0.91252 4.19195
C: -6.43393 -0.03589 1.08701
H: -4.54901 2.36832 4.02598
O: -0.91975 -0.94417 -2.80729
H: 4.22283 -1.19272 -3.67189
H: 0.32162 -6.62095 -2.88266
H: 2.80539 0.69954 -4.05293
H: -2.50991 -3.45827 -1.60073
H: -1.05514 2.74624 4.24270
H: 7.95376 -4.13813 1.57847
C: 3.96422 -0.11528 3.44901
H: 3.43888 -1.10184 -2.07814
C: -2.63322 1.67094 2.91672
H: -3.92233 3.57013 2.73122
C: -0.01064 2.96339 1.32543
C: 1.75398 -2.21528 -4.46307
H: 4.76946 -0.93021 3.63631
H: -3.03502 6.80319 -4.24030
C: -2.68843 6.14642 -3.44079
H: 5.85902 1.22407 3.55203
H: -1.29485 4.18632 -0.02643
O: 0.33239 6.11563 0.95617
H: -4.36813 0.26814 2.73920
H: -2.73269 -0.59120 2.86441
S: 2.73818 3.26136 -1.63157
C: 0.02166 1.91931 2.45954
H: -3.25102 -1.84306 -1.53504
O: -7.60448 -0.60526 0.68883
C: 2.30169 -0.19257 -3.67733
O: 1.28465 -9.55870 -5.77887
H: 5.78538 -3.55218 2.41312
C: -3.57161 5.15773 -1.63821
C: -2.32468 -2.39096 -1.73165
H: -2.50737 -1.82727 -3.81413
H: 2.05654 -6.76927 -3.24493
C: -2.94367 4.70003 -3.73691
C: -8.61979 0.37624 0.84324
O: 2.61052 -2.44406 -3.43097
H: 3.11482 -0.33710 4.17706
O: -3.42979 6.36537 -2.24888
C: 3.51988 -0.27694 1.87906
O: 0.89846 -8.32840 -3.91493
H: 3.00754 -1.31630 1.83594
H: -9.36295 0.29512 0.04841
C: 1.17667 2.92466 0.26301
N: 3.25047 1.97201 -0.64520
H: -7.74199 2.03726 -0.23762
O: 1.25475 -7.29573 -5.87974
H: 1.40152 -5.38247 -5.08466
H: -8.30807 2.44541 1.39800
H: 1.55712 0.10637 -2.93425

Frontier orbital gap (eV): 7.069
F_max (Eh/bohr): 0.1139
HOMO energy (eV): -8.195
Multiplicity: 1

***

# 4
ORCA calculation (ωB97M-V/def2-TZVPD) on a structure of composition C33H43As3Br3N3O4S2V.

Atoms and positions in Å:
H: -0.09910 1.33112 -4.21231
C: 3.74235 -2.13932 0.77687
H: 6.93898 2.32973 0.39630
C: -4.45297 0.52896 2.68128
O: 1.49146 -0.49978 1.83090
S: 0.30133 -1.31124 1.98403
C: -3.45816 1.44308 4.64584
H: 3.86480 1.49511 -0.80161
H: 2.14511 -6.62467 1.61276
S: -1.26632 2.74141 -1.38872
C: 5.72433 1.53944 -3.24948
H: 2.79937 -1.96215 1.24497
H: -5.11199 -2.41609 -2.59503
V: -0.74215 1.00793 -0.22362
C: -1.79050 -1.75621 0.54812
H: -4.91111 -3.87402 -0.55086
C: 0.84352 -3.65713 0.61708
O: -1.18564 2.03281 3.16091
H: 7.80854 1.59835 -0.96272
C: 0.84667 -3.00866 1.84235
H: 1.30965 -5.45467 -0.42636
H: -0.85087 4.41170 1.20114
C: -3.86173 -0.70743 -2.90483
H: -0.10952 3.99234 2.75878
N: -0.61906 -1.03271 0.71251
H: -3.73162 -4.34679 1.57284
C: -2.82263 0.06724 -2.36110
H: 1.81631 1.91692 3.07362
H: 2.36762 -1.47383 -2.74139
C: -4.06750 -3.27414 -0.23019
H: 3.03759 1.61775 1.83663
Br: -4.84601 1.48615 7.15439
H: 3.32135 -0.62313 -1.51281
C: -4.29024 -1.81171 -2.22665
O: -0.39610 -1.24004 3.24847
As: 0.92954 2.68039 0.87332
H: 2.36302 5.02758 -2.74033
H: 3.34979 -0.04755 -3.20655
H: -1.79656 -3.04194 2.26451
H: 3.82383 5.17996 -1.74472
Br: 5.16525 -1.15036 1.43254
H: 6.68051 1.55806 -3.77436
H: 1.12374 0.08807 -4.62145
C: 2.73873 -0.49890 -2.42802
H: -4.31906 -0.39862 -3.83576
C: 1.30067 -3.64679 2.99068
H: -6.58865 0.25161 5.12134
C: -3.36815 1.14830 3.29541
C: -4.63009 1.11406 5.29731
H: 2.49091 4.50750 0.15235
C: 0.09019 4.22766 1.71681
C: 6.81987 1.78773 -0.54246
H: -0.38217 -0.39930 -3.83854
C: -5.66718 0.50916 4.61044
H: -2.61549 1.90999 5.13666
C: -3.40486 -3.53319 0.93505
C: -3.65248 -2.17878 -1.02229
H: 0.49746 -3.15866 -0.28592
As: 5.77718 2.86963 -1.80405
C: 2.32051 2.34968 2.20880
H: 0.74258 5.09766 1.62656
C: 0.36035 0.39098 -3.90581
H: -4.38705 0.27789 1.62970
H: 6.31906 0.84573 -0.34247
C: -2.56151 -1.39351 -0.60319
H: 5.54568 0.54063 -2.85677
C: 1.89210 3.80588 -0.44007
C: 1.77284 -4.94729 2.90265
C: 1.77745 -5.60661 1.67613
H: 2.59316 2.22283 -3.45822
C: 1.31307 -4.96291 0.53861
N: -2.19826 -0.25396 -1.25188
H: 1.06582 4.36698 -0.88299
C: -2.09225 1.48986 2.53532
C: 1.98053 2.39578 -2.56587
H: 2.82525 3.27743 2.48313
C: 4.01960 2.56709 -0.94016
O: -2.11599 1.14880 1.31303
Br: 0.29080 -3.27461 -2.79319
H: 1.11447 2.98873 -2.86821
H: 3.88274 -2.68947 -0.13607
C: -2.27899 -2.78693 1.33319
C: 3.24010 4.49404 -2.36615
H: 2.13446 -5.45007 3.79242
H: -2.51236 0.99742 -2.81894
N: -5.58417 0.21727 3.31736
H: 3.85535 4.21350 -3.22655
As: 1.16559 0.63100 -2.14205
C: 2.78518 3.25853 -1.56676
H: 1.26950 -3.12233 3.93770
H: 4.17633 2.98164 0.06025
H: 4.93548 1.78930 -3.95896

Frontier orbital gap (alpha / beta) (eV): 5.743 / 5.739
ΔE to the lowest compared entry with this formula, charge and spin (kcal/mol): 0.0
F_max (Eh/bohr): 0.0170
Total charge: -2
HOMO energy (alpha / beta) (eV): -2.074 / -2.070
Multiplicity: 2

***

# 5
ORCA calculation (ωB97M-V/def2-TZVPD) on a structure of composition C33H43BCoFN8O4S3.

Atoms and positions in Å:
N: 1.74279 -0.64681 -2.16402
C: 3.32881 -1.05898 -5.49374
B: 0.69455 -0.77620 0.01067
H: 4.43658 0.45272 -3.47046
C: -0.57855 4.80358 -0.39144
H: 2.97222 -3.08790 -4.06640
S: -0.62355 -1.16100 2.57811
C: 3.49626 0.83494 -3.87449
H: -2.49773 -1.06019 -4.83954
C: -2.90169 -1.09856 1.02000
H: -4.73952 -2.53544 -2.25016
C: 2.38138 0.89306 0.72158
H: -4.79353 -1.15608 2.01952
H: 0.33608 5.37636 -0.22694
H: -4.94658 0.02847 -2.26153
H: 3.23605 -5.07787 -1.20583
H: 4.80074 2.22669 0.29913
S: 3.43216 -0.39981 0.98983
H: 0.03830 -2.62675 6.22173
C: 1.69567 -0.64201 5.95025
H: -1.41227 5.50643 -0.37132
H: -1.59943 5.09833 2.14642
N: -1.28038 -1.07806 -1.27127
H: 0.14569 4.90046 2.28552
H: 0.61938 -0.53679 -5.25397
C: -0.78776 4.37270 2.07966
C: -1.47515 -1.09788 1.12303
H: 1.48155 0.92582 -5.74714
F: -2.55349 -2.79787 5.98258
H: -2.15079 1.58874 5.79673
C: -2.12917 3.03037 0.45060
C: -2.04776 -1.03332 -3.84589
H: 2.07062 -1.45158 6.57111
C: -2.55219 -0.42239 5.80959
C: -0.78954 3.72830 0.68513
N: 0.07408 1.49154 0.42724
H: 2.94652 -5.23821 -2.94977
S: 1.40523 -3.39529 0.55646
N: 1.45818 -1.41279 -1.11315
C: 2.29076 -1.22697 -3.19472
H: -3.59874 1.00554 -2.86448
H: -3.47834 -1.97369 2.88284
H: 1.91665 4.21638 0.94466
C: -3.73303 -1.11494 2.25896
H: -2.16208 2.54597 -0.52841
H: 4.28362 3.72586 1.09977
H: -2.92903 3.77008 0.49871
C: -2.57071 -1.09570 -1.38981
Co: 1.68053 -1.55654 2.13433
N: -0.77013 -1.04978 -0.02227
N: -1.71303 0.68339 5.89566
H: -2.31739 2.27047 1.21144
C: 4.16072 2.64517 1.07809
C: 2.73471 2.27128 0.83789
C: -4.11930 0.05012 -2.97297
C: -0.50968 -1.69909 6.12738
N: 1.08916 0.60420 0.43342
H: -4.55173 0.01235 -3.97384
C: 2.53637 -4.86193 -2.01528
H: -4.32191 -2.52405 -3.96339
H: 3.57081 -0.35755 -6.29205
C: 2.27333 -3.39295 -2.09496
H: -0.93035 3.62145 2.85941
H: 1.61443 -5.40005 -1.78675
C: -3.15289 -1.12772 -2.79240
C: -3.41169 -1.09189 -0.23711
C: -3.91033 -2.45589 -2.95598
H: 3.72837 1.50508 -4.70336
H: -0.53269 4.35893 -1.38799
C: 1.28279 0.25901 -4.90606
C: 1.73206 -2.71136 -0.97093
O: -3.73016 -0.31184 5.56181
H: -1.48742 -0.10168 -3.74514
H: -1.33923 -1.85968 -3.76152
H: 2.70685 -1.84480 -5.92926
C: 2.60536 -0.31138 -4.37275
H: -3.54752 -0.23036 2.87083
C: 0.36024 2.73794 0.62703
H: 0.76264 0.82341 -4.12982
O: 1.83106 -2.14453 4.08243
H: 2.15183 0.30287 6.22425
H: 4.26671 -1.50142 -5.14930
C: -0.33120 0.71151 5.97844
C: 1.71321 3.16259 0.80079
N: 0.24796 -0.53922 6.13529
C: 2.54436 -2.62574 -3.18780
H: -4.48560 -1.09970 -0.37488
C: -1.83298 -1.67562 5.98964
H: 2.99138 1.40807 -3.09625
H: 4.49802 2.22823 2.02874
H: -3.24500 -3.30749 -2.79984
C: 1.91112 -0.93744 4.48432
O: 1.99723 0.00002 3.66329
O: 0.29612 1.74434 5.96204

Frontier orbital gap (alpha / beta) (eV): 6.812 / 6.581
ΔE to the lowest compared entry with this formula, charge and spin (kcal/mol): 0.0
F_max (Eh/bohr): 0.0116
Total charge: +1
HOMO energy (alpha / beta) (eV): -10.917 / -10.926
Multiplicity: 4

***

no.,DFT total energy (eV)
1,-106384.956
2,-121039.748
3,-103815.291
4,-487583.860
5,-128555.821